Record 1
{
  "formula": "C46H44MnN2O6P",
  "method": "ωB97M-V/def2-TZVPD",
  "s2": 8.754,
  "e_above_lowest_ev": 0.913,
  "e_lumo_ev": [2.37, 2.37],
  "spin_multiplicity": 6,
  "energy_ev": -104295.8323,
  "total_charge": -1,
  "gap_ev": [5.875, 5.962],
  "symbols": ["Mn", "O", "C", "O", "C", "C", "C", "C", "C", "C", "P", "C", "C", "C", "C", "C", "C", "C", "C", "C", "C", "C", "C", "H", "H", "H", "H", "H", "H", "H", "H", "H", "H", "H", "H", "H", "H", "C", "O", "C", "C", "C", "C", "C", "C", "O", "C", "O", "C", "H", "H", "H", "H", "H", "H", "H", "H", "H", "C", "C", "C", "C", "C", "C", "N", "C", "C", "C", "C", "C", "C", "H", "H", "H", "H", "H", "H", "H", "H", "H", "H", "O", "C", "C", "C", "C", "C", "C", "N", "H", "H", "H", "H", "H", "H", "H", "H", "H", "H", "H"],
  "xyz": [[-0.331292, 0.905022, -0.676697], [-2.601034, -1.362423, 0.007028], [-1.550851, -1.817575, -0.443555], [-0.610876, -1.173285, -1.023425], [-1.327359, -3.318002, -0.336645], [-2.458552, -4.130277, -0.314199], [-2.344772, -5.507858, -0.264059], [-1.082720, -6.087019, -0.219987], [0.045591, -5.283394, -0.214042], [-0.052664, -3.889702, -0.263891], [1.436015, -2.798746, -0.211883], [1.805463, -2.641147, -2.005144], [1.198387, -3.400875, -3.001711], [1.520064, -3.203681, -4.337590], [2.456036, -2.245638, -4.699398], [3.060236, -1.475023, -3.716401], [2.728150, -1.666220, -2.383103], [2.712576, -4.038190, 0.295755], [2.608963, -4.603800, 1.570236], [3.613381, -5.405716, 2.085961], [4.764187, -5.649820, 1.345480], [4.888456, -5.086892, 0.085203], [3.873074, -4.291496, -0.434232], [-3.423552, -3.641430, -0.343580], [-3.232322, -6.129047, -0.264547], [-0.974338, -7.164725, -0.189182], [1.022133, -5.748606, -0.166510], [0.458223, -4.145719, -2.739301], [1.029004, -3.797578, -5.098962], [2.701289, -2.089574, -5.742732], [3.774726, -0.707488, -3.987585], [3.163579, -1.030843, -1.622369], [1.722786, -4.411019, 2.166472], [3.500473, -5.837691, 3.073316], [5.553801, -6.271274, 1.749249], [5.778110, -5.270002, -0.505703], [3.984683, -3.874607, -1.427370], [1.257696, 7.555846, -1.244819], [2.376082, 6.931961, -0.644780], [2.383199, 5.569197, -0.615778], [3.542741, 4.997309, -0.040326], [3.623146, 3.638153, 0.044133], [2.600192, 2.778740, -0.418058], [2.736085, 1.348579, -0.312458], [3.996408, 0.745845, 0.283385], [1.874423, 0.545642, -0.695591], [1.430773, 3.357599, -1.023331], [0.459826, 2.683305, -1.491947], [1.366397, 4.787395, -1.091062], [1.453796, 8.624885, -1.213294], [0.338628, 7.336170, -0.695539], [1.135239, 7.236180, -2.282417], [4.331017, 5.646830, 0.313460], [4.515038, 3.205240, 0.479180], [4.848040, 0.896277, -0.384072], [3.827892, -0.320970, 0.417719], [4.245554, 1.195449, 1.244606], [0.469004, 5.193796, -1.534010], [-4.375756, 1.292851, -4.523816], [-4.760990, 2.249652, -3.593874], [-4.097424, 2.392885, -2.386359], [-3.000570, 1.570351, -2.048492], [-2.627833, 0.600101, -3.004902], [-3.295180, 0.473236, -4.207004], [-2.270650, 1.699717, -0.900583], [-2.777296, 2.420033, 0.165563], [-1.981279, 3.394968, 0.792468], [-2.445030, 4.117308, 1.883392], [-3.720133, 3.898294, 2.387952], [-4.516202, 2.924685, 1.788483], [-4.057477, 2.194478, 0.706230], [-4.898278, 1.188217, -5.466239], [-5.594049, 2.909691, -3.813565], [-4.415482, 3.163361, -1.695526], [-1.812509, -0.076385, -2.772352], [-2.971236, -0.289201, -4.907156], [-1.000645, 3.598672, 0.373948], [-1.807949, 4.874624, 2.329195], [-4.087149, 4.468928, 3.232589], [-5.507966, 2.724851, 2.180047], [-4.674138, 1.426378, 0.256441], [-0.114355, 0.574902, 1.444929], [0.071556, 0.394805, 2.633704], [0.015834, 1.529368, 3.620864], [-1.237237, 1.260724, 4.497561], [-2.362259, 0.447885, 3.815453], [-2.214659, -1.083379, 3.873240], [-1.118863, -1.640348, 2.965843], [0.117304, -0.863662, 3.184606], [-0.079350, 2.455304, 3.056612], [0.921428, 1.582196, 4.229946], [-1.638077, 2.225540, 4.811378], [-0.936333, 0.740524, 5.413507], [-2.478618, 0.767432, 2.775780], [-3.302271, 0.712383, 4.300936], [-3.164543, -1.542949, 3.589430], [-2.015749, -1.382060, 4.911534], [-1.402357, -1.545187, 1.920208], [-0.922145, -2.693991, 3.166219], [0.335671, -0.819231, 4.171908]],
  "forces_ev_per_angstrom": [[-0.192, -0.182, -0.380], [0.113, 0.038, 0.108], [-0.244, -0.077, -0.217], [0.229, -0.008, 0.144], [-0.004, 0.004, 0.005], [0.023, 0.058, -0.021], [0.027, -0.047, 0.001], [-0.058, 0.010, 0.004], [0.026, 0.028, 0.047], [0.030, -0.069, -0.065], [-0.126, -0.051, -0.090], [0.068, 0.085, -0.035], [0.030, -0.019, 0.032], [-0.009, -0.019, 0.011], [0.004, 0.021, 0.001], [-0.012, -0.026, -0.011], [0.096, -0.077, 0.025], [0.171, 0.126, -0.047], [0.045, 0.045, 0.042], [-0.037, -0.016, 0.022], [-0.005, 0.014, -0.034], [0.006, -0.033, 0.022], [-0.078, -0.070, -0.033], [-0.003, -0.002, 0.001], [0.000, 0.002, 0.002], [-0.002, 0.000, -0.004], [-0.048, -0.008, -0.027], [-0.011, -0.007, 0.015], [0.001, 0.000, 0.000], [-0.006, 0.003, -0.002], [0.003, 0.004, -0.004], [-0.011, -0.152, -0.133], [0.003, 0.018, -0.001], [0.007, -0.001, -0.002], [-0.002, 0.001, 0.002], [-0.002, 0.002, 0.004], [-0.004, 0.024, 0.011], [-0.007, -0.009, 0.024], [0.019, -0.024, -0.038], [-0.001, 0.042, 0.028], [-0.009, -0.007, -0.010], [0.006, 0.011, -0.001], [-0.017, 0.000, 0.024], [0.002, 0.025, 0.000], [0.016, 0.004, -0.014], [-0.120, 0.111, 0.250], [0.053, -0.017, -0.032], [0.065, 0.064, 0.137], [0.005, -0.027, -0.033], [-0.003, -0.001, 0.005], [-0.001, -0.005, -0.004], [0.003, 0.006, -0.005], [-0.002, -0.001, 0.006], [-0.004, -0.001, 0.008], [0.002, 0.013, 0.003], [0.012, 0.015, 0.029], [-0.013, -0.012, 0.005], [-0.001, 0.008, -0.006], [0.011, -0.006, 0.005], [0.000, 0.005, -0.008], [-0.005, 0.011, -0.013], [-0.148, -0.130, 0.011], [0.015, -0.007, -0.015], [-0.017, 0.020, -0.001], [0.107, 0.109, 0.132], [-0.007, 0.091, -0.048], [0.035, -0.006, 0.030], [0.031, -0.059, -0.002], [-0.005, -0.056, 0.067], [0.003, -0.023, 0.013], [0.015, 0.018, -0.006], [-0.004, -0.001, -0.001], [0.001, 0.000, -0.003], [0.004, -0.003, -0.012], [-0.016, 0.025, -0.008], [0.000, -0.002, -0.003], [-0.034, -0.009, 0.019], [-0.001, -0.004, -0.004], [-0.002, 0.000, -0.007], [-0.002, 0.005, 0.000], [-0.011, 0.000, -0.002], [0.025, -0.046, 0.015], [-0.022, 0.186, 0.055], [-0.001, -0.009, -0.010], [0.012, 0.020, 0.027], [0.005, 0.060, -0.030], [-0.029, -0.007, -0.019], [0.059, -0.036, -0.013], [0.068, -0.063, -0.020], [-0.021, -0.001, 0.005], [-0.011, -0.024, 0.015], [-0.007, 0.003, -0.038], [-0.013, 0.004, 0.007], [-0.021, 0.040, -0.050], [-0.014, -0.001, 0.045], [0.008, -0.009, -0.011], [-0.007, 0.012, -0.003], [0.007, 0.056, 0.099], [-0.004, -0.004, -0.001], [-0.036, 0.028, 0.009]]
}

---

Record 2
{
  "formula": "C13H23Cl2GaNO",
  "method": "ωB97M-V/def2-TZVPD",
  "e_above_lowest_ev": 3.549,
  "e_lumo_ev": [2.74, 2.75],
  "spin_multiplicity": 1,
  "energy_ev": -94811.4712,
  "total_charge": -1,
  "gap_ev": [5.466, 4.308],
  "symbols": ["Ga", "Cl", "Cl", "C", "H", "H", "C", "C", "H", "C", "H", "C", "H", "H", "C", "H", "H", "C", "H", "H", "H", "H", "O", "C", "C", "C", "C", "C", "C", "N", "H", "H", "H", "H", "H", "H", "H", "H", "H", "H", "H"],
  "xyz": [[1.444418, -0.001548, -1.126145], [1.062023, -2.247201, -0.969209], [1.982291, 1.679270, 0.314509], [2.977519, 0.037038, -1.999276], [3.456128, 0.999678, -2.245450], [3.255192, -0.782114, -2.689447], [-0.441023, 1.130480, -2.255861], [0.707983, 0.457671, -2.687338], [-0.273409, 2.086104, -1.680017], [0.505217, -0.719158, -3.777782], [1.618854, 1.177984, -3.094005], [-0.710319, -0.447354, -4.624711], [1.444937, -0.736573, -4.359644], [0.437261, -1.694702, -3.251731], [-1.962155, -0.180495, -3.797416], [-0.504682, 0.407857, -5.261353], [-0.878975, -1.286970, -5.301494], [-1.783883, 0.717693, -2.529322], [-2.731910, 0.263469, -4.435203], [-2.368308, -1.139440, -3.462553], [-2.450038, 1.564943, -2.615827], [-2.164514, 0.172775, -1.691932], [-0.183411, -0.079316, 0.317521], [-0.241014, -0.338786, 1.546652], [0.893430, -0.837127, 2.422796], [1.354007, 0.252080, 3.390553], [0.583137, 0.273447, 4.708518], [-0.899908, 0.596791, 4.536928], [-1.640093, -0.389418, 3.633063], [-1.434438, -0.166995, 2.190536], [0.506294, -1.706212, 2.983933], [1.706256, -1.169937, 1.764063], [2.420058, 0.094741, 3.601123], [1.284104, 1.229298, 2.888481], [0.688686, -0.698493, 5.212899], [1.033240, 1.024973, 5.370975], [-1.377768, 0.563942, 5.523744], [-1.021786, 1.620255, 4.157203], [-1.360707, -1.415051, 3.909983], [-2.720122, -0.279829, 3.790264], [-2.212573, -0.033777, 1.591976]],
  "forces_ev_per_angstrom": [[-0.557, -1.961, 5.811], [0.054, -1.111, 0.491], [0.175, 0.991, 0.629], [6.111, -0.969, -1.678], [-0.136, -0.428, 0.054], [-0.061, 0.477, 0.207], [0.168, 3.412, 0.440], [0.177, 1.479, -7.190], [-0.332, -1.077, -0.620], [0.863, 0.814, 1.664], [-2.829, -1.255, 0.540], [0.088, 0.186, -0.133], [-0.517, -0.104, 0.078], [-0.117, 0.581, -0.398], [-0.336, -0.169, 0.389], [0.041, 0.350, -0.154], [-0.160, -0.094, -0.077], [-1.076, -0.753, -1.085], [0.004, -0.038, -0.044], [0.032, -0.062, -0.056], [-0.200, 0.517, -0.032], [-0.643, -0.757, 0.908], [-0.750, -0.649, 2.797], [-0.313, 0.319, -1.823], [-0.152, -0.069, -0.672], [0.367, 0.320, 0.201], [0.070, 0.167, -0.054], [0.015, -0.020, 0.162], [-0.349, 0.230, -0.604], [1.161, -0.426, 0.874], [0.309, 0.152, -0.246], [-0.321, 0.129, 0.177], [-0.208, 0.053, -0.029], [0.094, -0.290, 0.137], [-0.041, 0.095, -0.060], [-0.065, -0.142, -0.058], [-0.008, 0.018, -0.073], [-0.012, -0.215, -0.042], [-0.142, 0.102, -0.040], [0.218, -0.102, 0.009], [-0.623, 0.301, -0.404]]
}